Record 1
The following is a DFT calculation (ωB97M-V with the def2-TZVPD basis set) of a molecular structure, C60H58ClF3N2O3P2S2Zn.

The geometry in XYZ format:
```
132
Properties=species:S:1:pos:R:3
Zn -0.537 0.201 -0.139
O 2.633 1.199 1.836
S 2.512 0.431 0.550
C 3.894 1.000 -0.414
C 5.163 0.514 -0.239
C 6.272 0.997 -0.972
C 6.051 1.999 -1.867
C 6.991 2.703 -2.813
C 6.162 3.880 -3.393
C 4.769 3.659 -2.860
C 3.614 4.357 -3.042
C 2.468 3.934 -2.337
C 2.424 2.859 -1.473
P 0.790 2.580 -0.632
C 0.805 3.804 0.720
C -0.284 3.807 1.592
C -0.330 4.683 2.661
C 0.726 5.552 2.894
C 1.828 5.535 2.052
C 1.869 4.667 0.970
C -0.326 3.292 -1.880
C -0.887 4.556 -1.765
C -1.765 5.021 -2.735
C -2.079 4.227 -3.826
C -1.514 2.963 -3.946
C -0.645 2.494 -2.976
C 3.631 2.111 -1.281
C 4.760 2.556 -1.984
C 2.921 -1.254 0.967
C 3.638 -2.092 0.150
C 4.113 -3.352 0.593
C 3.904 -3.692 1.898
C 4.398 -4.856 2.723
C 3.684 -4.705 4.095
C 2.931 -3.400 3.994
C 2.143 -2.731 4.886
C 1.420 -1.611 4.414
C 1.505 -1.123 3.129
P 0.157 0.008 2.587
C 0.066 1.197 3.998
C 1.161 2.014 4.277
C 1.128 2.889 5.349
C 0.001 2.982 6.154
C -1.091 2.175 5.882
C -1.056 1.283 4.818
C -1.308 -1.073 2.888
C -2.562 -0.482 2.756
C -3.726 -1.217 2.906
C -3.655 -2.575 3.170
C -2.415 -3.190 3.252
C -1.253 -2.450 3.106
C 2.481 -1.689 2.258
C 3.091 -2.868 2.701
H 5.331 -0.267 0.488
H 7.251 0.568 -0.812
H 7.298 2.016 -3.605
H 7.900 3.035 -2.313
H 6.182 3.898 -4.482
H 6.546 4.842 -3.051
H 3.556 5.222 -3.689
H 1.562 4.510 -2.485
H -1.096 3.111 1.423
H -1.183 4.667 3.327
H 0.698 6.227 3.738
H 2.663 6.197 2.235
H 2.738 4.668 0.326
H -0.653 5.173 -0.907
H -2.211 6.000 -2.628
H -2.766 4.588 -4.578
H -1.754 2.340 -4.797
H -0.213 1.502 -3.071
H 3.889 -1.761 -0.848
H 4.691 -3.971 -0.080
H 5.483 -4.791 2.837
H 4.188 -5.814 2.247
H 4.388 -4.704 4.928
H 2.987 -5.527 4.270
H 1.997 -3.074 5.900
H 0.698 -1.160 5.087
H 2.042 1.968 3.655
H 1.990 3.514 5.544
H -0.024 3.675 6.983
H -1.976 2.224 6.502
H -1.916 0.652 4.650
H -2.638 0.572 2.522
H -4.679 -0.728 2.772
H -4.561 -3.156 3.276
H -2.348 -4.257 3.416
H -0.304 -2.963 3.152
F -4.204 3.268 -1.285
C -3.844 3.096 0.006
F -2.979 4.076 0.313
F -4.936 3.301 0.751
C -3.278 1.654 0.192
O -4.096 0.803 0.456
O -2.025 1.559 -0.013
C -5.468 -2.034 -4.334
C -5.542 -0.581 -3.870
C -4.698 -0.236 -2.645
C -3.191 -0.383 -2.818
N -2.731 -1.770 -2.830
C -2.536 -2.512 -1.724
S -2.564 -1.891 -0.154
N -2.298 -3.824 -1.925
C -2.102 -4.457 -3.215
C -1.834 -5.949 -3.058
C -3.080 -6.803 -2.840
C -3.779 -6.575 -1.505
H -6.293 -2.276 -5.004
H -5.516 -2.721 -3.488
H -4.552 -2.244 -4.888
H -6.582 -0.340 -3.639
H -5.262 0.077 -4.699
H -5.002 -0.830 -1.781
H -4.889 0.803 -2.368
H -2.671 0.121 -2.006
H -2.854 0.073 -3.753
H -2.811 -2.259 -3.706
H -2.007 -4.315 -1.094
H -1.270 -3.974 -3.743
H -3.003 -4.325 -3.827
H -1.135 -6.094 -2.227
H -1.310 -6.293 -3.951
H -2.795 -7.854 -2.925
H -3.783 -6.613 -3.656
H -3.093 -6.738 -0.673
H -4.615 -7.261 -1.380
H -4.167 -5.562 -1.417
Cl 1.724 -0.477 -2.439
C 0.332 -1.063 -1.414
H -0.394 -1.413 -2.142
H 0.710 -1.927 -0.868
```

## Properties
Relative energy (zero: lowest compared OMol25 entry of this formula, charge and spin): 0.0 kcal/mol
LUMO energy: 0.0056 Eh

Record 2
The following is a DFT calculation (ωB97M-V with the def2-TZVPD basis set) of 12 unconnected molecules or ions with the total composition C60H70B6ClF24N10.

The geometry in XYZ format:
```
171
Properties=species:S:1:pos:R:3
C -37.020 -12.675 5.040
N -35.874 -13.595 4.686
C -34.653 -13.163 4.648
C -33.612 -13.965 4.248
C -33.796 -15.275 3.965
C -35.127 -15.756 3.968
C -36.139 -14.870 4.280
C -32.577 -16.099 3.749
C -32.461 -16.970 2.681
C -31.304 -17.658 2.455
N -30.253 -17.596 3.307
C -30.352 -16.815 4.408
C -31.504 -16.062 4.656
C -29.084 -18.417 3.059
H -36.658 -11.708 5.323
H -37.612 -13.092 5.840
H -37.609 -12.671 4.144
H -34.497 -12.142 4.943
H -32.619 -13.547 4.269
H -35.310 -16.795 3.824
H -37.157 -15.174 4.270
H -33.245 -17.099 1.944
H -31.215 -18.334 1.630
H -29.481 -16.678 5.028
H -31.522 -15.427 5.525
H -28.579 -18.503 4.012
H -28.387 -17.901 2.363
H -29.372 -19.377 2.669
C -33.287 -9.293 6.104
N -33.982 -8.097 6.523
C -33.444 -7.252 7.381
C -34.022 -6.025 7.583
C -35.210 -5.666 7.022
C -35.848 -6.640 6.240
C -35.204 -7.827 5.992
C -35.675 -4.251 7.101
C -36.804 -3.843 6.439
C -37.064 -2.507 6.334
N -36.393 -1.570 7.008
C -35.324 -1.961 7.766
C -34.902 -3.294 7.770
C -37.051 -0.297 7.137
H -32.588 -9.607 6.880
H -32.680 -9.041 5.237
H -33.998 -10.057 5.851
H -32.446 -7.478 7.758
H -33.612 -5.450 8.380
H -36.711 -6.445 5.634
H -35.554 -8.481 5.209
H -37.423 -4.509 5.834
H -37.910 -2.136 5.749
H -34.796 -1.212 8.337
H -33.957 -3.614 8.229
H -38.122 -0.444 7.105
H -36.813 0.366 6.297
H -36.755 0.118 8.114
C -33.622 -5.355 13.919
N -34.673 -5.624 12.944
C -34.616 -6.722 12.224
C -35.612 -6.968 11.297
C -36.612 -6.084 11.021
C -36.805 -5.033 11.973
C -35.792 -4.806 12.889
C -37.554 -6.593 9.973
C -38.276 -5.727 9.180
C -39.369 -6.199 8.448
N -39.628 -7.490 8.380
C -38.834 -8.378 9.007
C -37.798 -7.985 9.803
C -40.911 -7.989 7.864
H -32.709 -5.299 13.356
H -33.623 -6.184 14.624
H -33.818 -4.420 14.441
H -33.695 -7.304 12.276
H -35.414 -7.777 10.615
H -37.688 -4.432 12.007
H -35.792 -3.964 13.562
H -38.008 -4.683 9.115
H -39.976 -5.537 7.873
H -39.093 -9.419 8.835
H -37.287 -8.753 10.388
H -41.367 -8.585 8.670
H -40.748 -8.546 6.942
H -41.566 -7.157 7.637
C -36.072 3.500 6.304
N -35.531 3.305 4.943
C -34.190 3.163 4.771
C -33.625 3.191 3.494
C -34.482 3.229 2.388
C -35.865 3.239 2.612
C -36.376 3.322 3.887
C -33.961 3.328 1.012
C -34.624 4.058 0.017
C -34.049 4.139 -1.253
N -32.898 3.449 -1.524
C -32.271 2.747 -0.579
C -32.748 2.676 0.712
C -32.334 3.501 -2.876
H -35.489 2.903 6.982
H -37.082 3.077 6.277
H -36.059 4.537 6.578
H -33.602 3.002 5.651
H -32.545 3.217 3.437
H -36.519 3.190 1.752
H -37.445 3.383 4.104
H -35.482 4.687 0.217
H -34.536 4.685 -2.035
H -31.358 2.252 -0.804
H -32.236 2.153 1.502
H -32.933 2.883 -3.543
H -31.340 3.107 -2.828
H -32.323 4.527 -3.243
C -42.746 -6.082 3.723
N -42.515 -4.849 4.513
C -41.367 -4.157 4.236
C -41.120 -2.968 4.992
C -41.825 -2.711 6.131
C -42.880 -3.564 6.438
C -43.171 -4.596 5.644
C -41.674 -1.402 6.831
C -41.693 -0.152 6.168
C -41.266 0.995 6.827
N -40.921 0.984 8.094
C -41.053 -0.177 8.793
C -41.449 -1.348 8.200
C -40.492 2.194 8.771
H -43.376 -6.748 4.350
H -41.759 -6.523 3.579
H -43.252 -5.860 2.800
H -40.776 -4.429 3.369
H -40.467 -2.241 4.538
H -43.550 -3.383 7.268
H -44.050 -5.215 5.789
H -42.070 -0.076 5.152
H -41.167 1.970 6.374
H -40.919 -0.157 9.866
H -41.376 -2.291 8.727
H -40.922 2.217 9.765
H -40.929 3.025 8.239
H -39.423 2.243 8.918
B -32.746 -8.154 10.401
F -32.078 -8.029 11.619
F -33.075 -6.761 10.119
F -31.985 -8.668 9.403
F -33.949 -8.831 10.555
B -38.933 1.140 4.243
F -37.711 0.526 4.285
F -39.012 1.989 3.119
F -39.853 0.133 4.182
F -39.124 1.878 5.352
B -31.101 -12.227 5.394
F -31.050 -11.776 4.105
F -30.256 -11.616 6.236
F -32.405 -11.998 5.911
F -30.903 -13.605 5.298
B -33.865 0.988 7.620
F -34.363 0.260 6.570
F -32.829 1.723 7.175
F -34.874 1.763 8.168
F -33.481 0.133 8.580
B -32.892 -4.583 5.142
F -32.553 -5.841 5.497
F -34.257 -4.363 5.120
F -32.495 -3.800 6.211
F -32.341 -4.125 4.003
B -35.456 -10.376 3.187
F -34.130 -10.006 3.580
F -36.288 -10.166 4.277
F -35.735 -9.630 2.172
F -35.584 -11.702 2.740
Cl -39.730 -5.520 5.552
```

## Properties
Net charge: +3
LUMO energy: -0.2612 Eh

Number 1: HOMO-LUMO gap 7.64 eV. Number 2: HOMO-LUMO gap 6.51 eV.